C19H27N3O | ωB97M-V with the def2-TZVPD basis set

```
50
Properties=species:S:1:pos:R:3:nbo_charge:R:1
C -2.47580 -0.02533 -2.39283 -0.608
C -1.85622 0.37241 -3.72955 -0.212
C -2.76425 1.37060 -4.44692 -0.599
C -0.45663 0.98162 -3.57005 -0.405
C 0.61533 -0.01297 -3.11097 -0.034
C 2.03078 0.43339 -3.55593 -0.534
C 2.32805 1.81134 -3.27183 0.285
N 2.57265 2.91087 -3.06787 -0.333
N 0.59168 -0.30323 -1.68282 -0.459
C 0.64594 0.82804 -0.77601 -0.255
C 1.45818 0.56159 0.49823 -0.215
N 0.70931 -0.05320 1.57431 -0.445
C -0.00424 0.88506 2.42343 -0.255
C -0.42512 0.22250 3.70889 0.061
C 0.50317 -0.51281 4.43652 -0.242
C 0.13997 -1.12342 5.62213 -0.193
C -1.15532 -1.00096 6.09867 -0.221
C -2.08432 -0.26903 5.38084 -0.205
C -1.72108 0.33671 4.18972 -0.245
C -0.17157 -1.10707 1.10496 -0.232
C 0.52817 -2.03669 0.12584 -0.506
C 0.60859 -1.61725 -1.33234 0.691
O 0.68016 -2.48942 -2.18354 -0.643
H -2.53762 0.83628 -1.73008 0.196
H -3.48331 -0.40511 -2.54766 0.213
H -1.89466 -0.80572 -1.90989 0.211
H -1.77023 -0.52714 -4.34925 0.197
H -2.86137 2.28326 -3.86246 0.202
H -3.75588 0.94825 -4.58967 0.210
H -2.36026 1.63040 -5.42270 0.207
H -0.50628 1.83635 -2.89350 0.209
H -0.14684 1.36530 -4.54537 0.213
H 0.43070 -0.97918 -3.59548 0.264
H 2.77726 -0.19835 -3.06596 0.261
H 2.12221 0.29182 -4.63621 0.259
H 1.11987 1.65084 -1.31365 0.232
H -0.36548 1.14975 -0.49977 0.195
H 1.86516 1.50719 0.86159 0.215
H 2.30780 -0.08169 0.24708 0.198
H -0.89162 1.31416 1.92322 0.168
H 0.67741 1.70762 2.66296 0.210
H 1.50814 -0.60592 4.05395 0.223
H 0.86817 -1.69480 6.17905 0.211
H -1.43925 -1.47566 7.02628 0.213
H -3.09617 -0.17114 5.74622 0.213
H -2.45247 0.90462 3.63144 0.209
H -1.09253 -0.70588 0.64425 0.167
H -0.47765 -1.68390 1.98297 0.222
H 0.00703 -2.99692 0.10838 0.251
H 1.54173 -2.24089 0.47935 0.237
```

Results
HOMO in eV: -8.9
Structure (SMILES): CC(C)C[C@@H](CC#N)N1CCN(Cc2ccccc2)CCC1=O
Multiplicity: 1

C19H27N5OP2Pm | ωB97M-V with the def2-TZVPD basis set

```
55
Properties=species:S:1:pos:R:3:mulliken_spin:R:1
Pm 0.41169 0.07972 -1.20894 4.041
P 0.35980 3.00796 -1.35390 -0.005
P 2.13726 -2.31228 -0.97171 -0.004
N -1.46776 0.83526 -2.53358 0.017
N -0.78569 -1.82694 -1.98972 0.438
H -3.19819 0.06742 -3.33018 0.001
H -2.86080 -2.24147 -1.96498 0.026
H -3.26798 -0.04624 -1.57252 0.009
C -2.55636 -0.08832 -2.43613 0.018
H -2.19648 -1.86637 -3.57905 0.037
C -2.15035 -1.57814 -2.50517 -0.061
H -2.85230 2.47309 -2.53397 0.002
H -0.99383 -3.86202 -2.36282 0.014
C -1.93864 2.13834 -3.01883 -0.008
C -0.32140 -3.07238 -1.99950 -0.052
H -1.41418 4.18214 -2.42124 0.000
C -0.88366 3.26845 -2.75410 0.002
H -0.24451 3.56957 -3.61018 0.000
H 3.19703 -2.61547 -1.88181 0.028
H 2.61019 -3.09510 0.14263 0.021
H 1.42521 3.78353 -1.93686 0.000
H -0.08501 4.07482 -0.53199 -0.001
O 2.33428 0.15873 -2.77760 0.001
C 2.19643 0.13919 -4.04880 -0.004
C 2.21654 1.40793 -4.83655 -0.001
C 1.72212 -1.05619 -4.76849 0.012
H -2.30209 2.24416 -4.03932 0.002
H 1.76675 2.27622 -4.30887 0.000
H 3.26457 1.64010 -5.08106 0.000
H 1.62803 1.27263 -5.76988 0.000
H 1.07402 -1.70883 -4.21028 -0.008
H 1.13417 -0.77956 -5.63768 0.000
H 2.61761 -1.56119 -5.10717 0.000
C 0.95136 -3.48084 -1.58459 0.471
H 1.16538 -4.54134 -1.67851 0.005
N 0.17838 2.04587 9.86729 0.000
C 0.06552 1.57664 8.79824 0.000
C -0.07310 1.00833 7.47353 0.000
C -0.59296 1.78310 6.41960 0.000
C -0.67255 1.24299 5.12261 0.000
C -0.23943 -0.07101 4.86732 0.000
C 0.23398 -0.85881 5.93533 0.000
C 0.35606 -0.31043 7.22881 0.000
N -0.24276 -0.57125 3.54173 0.000
C -0.06278 -1.92173 3.18581 0.006
C -0.03993 -1.93083 1.81969 -0.009
N -0.13548 -0.62646 1.29790 -0.001
C -0.32587 0.15808 2.37979 0.002
H -0.93433 2.80674 6.63115 0.000
H -1.08258 1.85180 4.31742 0.000
H 0.54845 -1.89092 5.75984 0.000
H 0.77384 -0.91011 8.05202 0.000
H 0.02800 -2.71866 3.92171 0.000
H 0.04361 -2.77898 1.17865 0.000
H -0.51928 1.22906 2.40494 0.000
```

Results
HOMO (spin up / spin down) in eV: -13.6 / -13.5
Expectation value of S²: 8.786
Total charge: +2
Multiplicity: 6

C19H27N7S2V | ωB97M-V with the def2-TZVPD basis set

```
56
Properties=species:S:1:pos:R:3:mulliken_spin:R:1
V -0.10056 -0.69472 -0.13662 2.236
N 1.14736 0.72520 -1.28761 -0.010
C 2.48231 0.77564 -0.68570 0.000
C 2.33367 1.14382 0.78565 0.004
N 1.26964 0.37748 1.48213 -0.025
C 1.82885 -0.72870 2.28641 0.000
C 2.51269 -1.73709 1.39397 -0.006
N 1.58705 -2.10224 0.31475 -0.001
C 0.45609 1.25211 2.36439 0.009
C -0.99477 0.83371 2.33765 0.009
N -1.39657 0.75384 0.92672 -0.007
H 0.71798 1.64413 -1.32824 0.010
H 1.15448 0.35788 -2.23460 0.006
H 2.93584 -0.20533 -0.81375 0.000
H 3.14470 1.50419 -1.16337 0.003
H 3.29281 1.03625 1.30296 -0.002
H 2.07353 2.20200 0.83344 -0.002
H 2.52732 -0.34122 3.03998 -0.008
H 0.99874 -1.21243 2.80935 0.010
H 3.42086 -1.30839 0.96561 -0.001
H 2.81674 -2.60240 1.98808 0.003
H 2.07470 -2.38691 -0.52793 0.006
H 1.06071 -2.94504 0.59253 -0.026
H 0.84494 1.24248 3.38772 0.001
H 0.53365 2.27940 2.00476 -0.002
H -1.13137 -0.16011 2.76518 -0.008
H -1.59701 1.54211 2.91379 -0.001
H -2.32024 0.34349 0.82381 0.004
H -1.44142 1.67428 0.49978 0.010
N 0.39577 -2.74788 -2.61003 0.036
C 0.13072 -1.98582 -1.77372 -0.069
N -7.59691 2.24901 -6.24148 0.001
C -6.73356 1.89461 -5.56922 0.000
C -5.65346 1.45798 -4.72823 0.002
C -5.86481 0.45841 -3.77884 -0.001
C -4.82692 0.04609 -2.96760 0.002
C -3.55470 0.62140 -3.08389 -0.010
C -3.35560 1.61886 -4.04670 0.006
C -4.39094 2.03469 -4.85965 -0.001
C -2.48947 0.19156 -2.23988 0.058
C -1.58712 -0.17661 -1.50797 -0.131
H -6.84435 0.00952 -3.68451 0.000
H -4.98399 -0.73249 -2.23380 0.002
H -2.37385 2.06050 -4.15011 0.000
H -4.23069 2.80505 -5.60184 0.000
S -1.65460 -2.24690 1.05806 0.033
C -0.85608 -3.55150 1.81945 0.654
N -0.21424 -4.56099 1.05246 0.069
C 0.17720 -5.72734 1.85827 0.002
C -0.12440 -5.42012 3.33410 0.021
S -0.24220 -3.61019 3.45369 0.090
H -0.73162 -4.77580 0.20552 0.013
H 1.23919 -5.93613 1.71512 0.011
H -0.38117 -6.61249 1.54835 0.006
H 0.66076 -5.77937 3.99538 0.004
H -1.07508 -5.85346 3.63985 -0.004
```

Results
HOMO (spin up / spin down) in eV: -5.5 / -8.0
Expectation value of S²: 3.778
Multiplicity: 4

C19H27N7SSiY | ωB97M-V with the def2-TZVPD basis set

```
56
Properties=species:S:1:pos:R:3:nbo_charge:R:1
Y 0.17173 0.46164 -0.59967 1.974
C -3.56085 2.39748 1.36571 -0.693
C -2.55690 1.52975 0.68361 0.269
N -1.36139 1.90135 0.38591 -0.382
N -0.97405 3.15499 0.78931 -0.449
C 0.14454 3.60096 0.25537 0.334
N 0.55950 4.77786 0.75305 -0.771
S 1.14608 2.91396 -1.01356 -0.389
C -2.93644 0.13856 0.29768 0.179
C -4.20717 -0.35470 0.54325 -0.222
C -4.50828 -1.65981 0.17843 -0.124
C -3.53733 -2.43955 -0.42145 -0.243
C -2.29284 -1.87434 -0.64100 0.087
N -1.99993 -0.62272 -0.29613 -0.541
H -3.12321 3.36041 1.59819 0.273
H -3.91074 1.92813 2.28765 0.239
H -4.43258 2.54325 0.72334 0.238
H 0.04033 5.19956 1.50376 0.412
H 1.39293 5.21349 0.40582 0.414
H -4.94979 0.26810 1.01871 0.239
H -5.49527 -2.06135 0.36806 0.238
H -3.72714 -3.46245 -0.71295 0.242
H -1.49487 -2.44370 -1.10445 0.214
C 1.52065 -2.14082 -3.39549 -0.647
C 1.70692 -2.43770 -1.93508 0.264
C 2.20790 -3.64417 -1.50560 -0.302
C 2.33412 -3.86558 -0.13256 -0.104
C 1.97836 -2.89498 0.77158 -0.312
C 1.51599 -1.65571 0.29504 0.423
N 1.37226 -1.47041 -1.05566 -0.688
N 1.15637 -0.57829 1.07065 -1.250
Si 2.19384 -0.05553 2.39009 1.812
C 3.95133 -0.17938 1.80137 -1.139
C 1.76027 1.71389 2.74276 -1.139
C 1.96541 -1.03042 3.95256 -1.136
H 2.47811 -2.16552 -3.91707 0.242
H 1.07739 -1.15851 -3.54255 0.218
H 0.87842 -2.88847 -3.86272 0.233
H 2.49420 -4.40086 -2.22298 0.229
H 2.70993 -4.81722 0.22387 0.228
H 2.05461 -3.05548 1.83739 0.233
H 4.05560 0.30883 0.82795 0.238
H 4.28289 -1.21530 1.69724 0.242
H 4.63344 0.31606 2.49679 0.249
H 2.10098 2.37088 1.93751 0.243
H 2.24454 2.04195 3.66643 0.251
H 0.68275 1.85505 2.87109 0.241
H 2.21892 -2.08720 3.84428 0.232
H 0.93258 -0.96408 4.30464 0.242
H 2.61177 -0.61875 4.73327 0.246
C -1.36475 1.94157 -5.13449 -0.732
C -1.03361 1.24782 -3.89257 0.487
N -0.76935 0.71386 -2.91482 -0.475
H -1.14644 1.29432 -5.98138 0.276
H -0.76983 2.85032 -5.20487 0.282
H -2.42189 2.19895 -5.13534 0.276
```

Results
HOMO in eV: -10.6
Total charge: +1
Multiplicity: 1

Here are the calculated calculated total energy numbers, same order: -979.7109 -2379.7051 -2863.8255 -1849.5514 (a.u.).
Here are the calculated energy relative to the best compared isomer or geometry (same formula, charge and spin) numbers, same order: 113.3 0.0 186.7 16.3 (kJ/mol).
Here are the calculated maximum force numbers, same order: 0.95 3.41 0.72 0.85 (eV/Å).